Computed, not measured: a 6-piece molecular cluster, C31H53Br2ClF3O14P3 overall at a distorted geometry, with ωB97M-V/def2-TZVPD.

Geometry as ORCA input:
```
! RIJCOSX wB97M-V def2-TZVPD def2/J DEFGRID3
* xyz 0 1
C 5.3152 -2.2163 -2.4231
C 4.7829 -3.5455 -3.1521
O 4.4656 -4.4898 -2.1001
P 3.2235 -5.5394 -2.5325
O 2.8129 -6.2760 -1.2505
C 1.6826 -4.5912 -3.1253
C 1.5008 -3.2697 -2.2742
C 0.8159 -2.0208 -2.9839
P 0.0331 -2.3070 -4.6752
C -1.7401 -2.4945 -3.9693
C -2.0912 -4.0141 -3.6197
C -2.6804 -4.2134 -2.1637
F -1.8902 -3.4723 -1.2410
Br -2.5570 -6.1059 -1.5429
C -4.1662 -3.6574 -2.0040
F -4.5752 -3.9335 -0.6870
F -4.2023 -2.2700 -2.1267
Br -5.4692 -4.4677 -3.2337
P 2.0781 -1.9343 -5.5502
O 2.3398 -3.1214 -6.7888
Cl 2.0908 0.0156 -6.3811
O 3.7282 -6.5806 -3.7668
C 2.9562 -7.7985 -3.7920
C 1.5190 -7.6646 -4.4643
H 4.4141 -1.5952 -2.1158
H 5.8330 -2.5341 -1.4711
H 6.0008 -1.6094 -3.0797
H 5.5774 -3.9163 -3.8755
H 3.8992 -3.2114 -3.7737
H 0.8192 -5.2843 -2.8642
H 1.8310 -4.4607 -4.2328
H 0.8824 -3.5064 -1.3494
H 2.5055 -2.9204 -1.8780
H 1.6018 -1.2043 -3.1167
H 0.0438 -1.5814 -2.2854
H 0.0187 -3.6446 -5.2191
H -0.4329 -1.2476 -5.5604
H -2.4405 -2.1630 -4.8076
H -1.9591 -1.7828 -3.1122
H -2.8434 -4.3684 -4.3951
H -1.2048 -4.7186 -3.7374
H 3.1207 -3.6218 -6.4846
H 3.5375 -8.5457 -4.4228
H 2.8178 -8.2860 -2.7868
H 1.2638 -8.6032 -5.0539
H 1.3770 -6.7311 -5.0778
H 0.7548 -7.6404 -3.6173
O -2.1358 2.4992 0.7762
C -2.2759 1.3093 0.8739
C -3.5573 0.5951 1.2154
C -3.0626 -0.7908 1.5813
C -1.8116 -0.9202 0.7415
O -1.2829 0.4108 0.6444
H -4.2017 0.5783 0.3335
H -4.0622 1.0735 2.0507
H -3.7902 -1.5812 1.3945
H -2.8014 -0.8182 2.6432
H -2.0246 -1.2853 -0.2667
H -1.0726 -1.5748 1.2051
O 5.3671 0.8819 -1.6696
C 5.7037 0.8078 -0.5194
C 5.8890 1.9678 0.4211
C 6.6728 1.3368 1.5563
C 6.2056 -0.1018 1.5117
O 5.9304 -0.3667 0.1304
H 4.9108 2.3182 0.7471
H 6.4458 2.7729 -0.0541
H 6.5071 1.8131 2.5236
H 7.7434 1.3868 1.3357
H 5.2877 -0.2587 2.0857
H 6.9690 -0.7926 1.8718
O 4.0209 4.3287 0.2121
C 3.1296 4.3927 1.0139
C 2.2570 5.5927 1.2735
C 1.6161 5.2402 2.6024
C 1.5839 3.7282 2.5557
O 2.7404 3.3504 1.7949
H 1.5180 5.6743 0.4736
H 2.8521 6.5020 1.3407
H 0.6321 5.6871 2.7485
H 2.2618 5.5726 3.4207
H 0.6934 3.3463 2.0487
H 1.6399 3.2861 3.5510
O -6.1517 0.7676 3.2964
C -6.3811 1.9211 3.5493
C -6.0195 3.1080 2.6921
C -6.1838 4.2612 3.6620
C -7.2535 3.7484 4.5998
O -7.0559 2.3290 4.6562
H -6.7224 3.1722 1.8584
H -4.9965 3.0317 2.3265
H -6.4489 5.2035 3.1818
H -5.2509 4.4142 4.2101
H -8.2631 3.9454 4.2275
H -7.1586 4.1717 5.6006
O -3.8572 6.8060 3.3704
C -3.4859 6.6610 4.5053
C -3.2135 7.7715 5.4864
C -2.4239 7.0596 6.5663
C -2.9587 5.6473 6.4826
O -3.2924 5.4483 5.1010
H -4.1646 8.1542 5.8629
H -2.6343 8.5687 5.0235
H -2.5343 7.5033 7.5564
H -1.3607 7.0691 6.3098
H -3.8629 5.5088 7.0825
H -2.2154 4.9107 6.7886
*
```

Values from the calculation:
**Energy relative to the best compared isomer or geometry (same formula, charge and spin)**: 0.0 kcal/mol
**LUMO**: 0.22 eV
**Largest force on an atom**: 4.099 eV Å⁻¹
**E_HOMO**: -7.62 eV
**Frontier orbital gap**: 7.840 eV
**Calculated total energy**: -9198.27531 a.u.


Computed, not measured: a 2-piece molecular cluster, C4H10O4 overall at a distorted geometry, with ωB97M-V/def2-TZVPD.

Geometry as ORCA input:
```
! RIJCOSX wB97M-V def2-TZVPD def2/J DEFGRID3
* xyz 0 1
C -1.3721 1.1367 -1.6954
C -0.9551 0.2306 -0.5868
O -1.0451 -1.1567 -1.0734
C 0.5202 0.4909 -0.2456
C 0.6602 1.1364 1.1811
O 0.3689 2.2972 1.1936
O 1.3055 0.3044 2.0081
H -2.5127 1.2839 -1.7902
H -1.2105 0.8393 -2.7181
H -0.9693 2.2324 -1.4955
H -1.5460 0.1184 0.2934
H -0.2314 -1.6093 -0.8524
H 1.2536 -0.4306 -0.2597
H 1.0790 1.0984 -1.0057
H 1.8144 0.7586 2.7487
O 0.4884 -3.3832 -0.4355
H 0.2772 -2.6224 0.0489
H -0.0139 -4.1293 -0.4303
*
```

Values from the calculation:
**Energy relative to the best compared isomer or geometry (same formula, charge and spin)**: 52.1 kcal/mol
**LUMO**: 0.37 eV
**Largest force on an atom**: 4.946 eV Å⁻¹
**E_HOMO**: -10.33 eV
**Frontier orbital gap**: 10.699 eV
**Calculated total energy**: -459.30583 a.u.


Computed, not measured: a single C7H7N molecule at a distorted geometry, with ωB97M-V/def2-TZVPD.

Geometry as ORCA input:
```
! RIJCOSX wB97M-V def2-TZVPD def2/J DEFGRID3
* xyz 0 1
C 2.0841 0.1002 0.0145
C 1.2924 1.3003 -0.3027
C 1.6724 -1.1600 0.2453
C -0.0074 1.3175 -0.2023
C -0.7771 -1.2490 -0.0477
C -1.1929 1.6361 0.1896
C -2.0397 -1.3659 -0.1543
N 0.3856 -1.6207 0.0788
H 3.1825 0.3479 0.0435
H 1.7430 2.2411 -0.6811
H 2.3162 -2.0019 0.6703
H -1.1919 2.2040 1.0911
H -2.1604 1.3389 -0.3774
H -2.6146 -1.0478 -1.0306
H -2.6923 -2.0405 0.4630
*
```

Values from the calculation:
**Energy relative to the best compared isomer or geometry (same formula, charge and spin)**: 94.2 kcal/mol
**LUMO**: 0.58 eV
**Largest force on an atom**: 4.376 eV Å⁻¹
**E_HOMO**: -7.86 eV
**Frontier orbital gap**: 8.443 eV
**Calculated total energy**: -325.50857 a.u.


Computed, not measured: C55H64InN4O4P2Si as an isolated structure at a distorted geometry, with ωB97M-V/def2-TZVPD.

Geometry as ORCA input:
```
! RIJCOSX wB97M-V def2-TZVPD def2/J DEFGRID3
* xyz 1 1
In -0.1552 -0.0016 -0.1661
C -0.3792 4.7570 0.9850
N 0.6539 4.2507 0.0989
C 1.2759 5.2751 -0.7078
C 0.8966 2.9318 0.0720
O 0.2781 2.1757 0.8176
C 2.0109 2.4587 -0.8678
O 1.9715 1.0773 -1.1335
C 3.1438 0.3583 -0.8559
C 3.2461 0.0834 0.6404
O 2.2947 0.3560 1.3590
N 4.3868 -0.4389 1.1060
C 5.4564 -0.9683 0.2946
C 4.4819 -0.8017 2.5041
H -0.0537 5.7092 1.4029
H -0.5482 4.0399 1.7862
H -1.3168 4.9098 0.4444
H 1.7266 6.0242 -0.0524
H 0.5205 5.7717 -1.3220
H 2.0440 4.8760 -1.3592
H 2.9650 2.7416 -0.4074
H 1.8797 2.9599 -1.8341
H 4.0197 0.8891 -1.2479
H 3.0173 -0.6056 -1.3564
H 5.5181 -0.4868 -0.6769
H 5.3166 -2.0442 0.1474
H 6.3970 -0.8020 0.8220
H 3.6103 -0.4208 3.0281
H 5.3880 -0.3724 2.9297
H 4.5147 -1.8870 2.6007
C -1.7812 -1.6330 4.0031
P -1.6295 -0.8812 2.2875
C -2.2797 0.7774 2.6588
C -1.3928 1.4937 3.4672
C -1.6420 2.8085 3.7975
C -2.7729 3.4394 3.2996
C -3.6324 2.7472 2.4658
C -3.3887 1.4225 2.1395
C -2.7039 -2.0873 1.4378
C -3.9845 -1.9385 0.9297
C -4.6092 -3.0109 0.3145
C -3.9622 -4.2257 0.1858
C -2.6722 -4.3739 0.6677
C -2.0477 -3.3105 1.2871
P -3.5195 -2.3315 4.2434
C -4.5171 -0.7839 4.1840
C -4.2517 0.2968 5.0193
C -5.0691 1.4096 4.9981
C -6.1581 1.4606 4.1419
C -6.4482 0.3763 3.3325
C -5.6399 -0.7476 3.3676
C -3.6320 -2.4590 6.0719
C -2.5670 -2.5672 6.9547
C -2.8037 -2.6439 8.3186
C -4.0975 -2.6295 8.8091
C -5.1669 -2.5628 7.9295
C -4.9342 -2.4881 6.5720
H -1.5245 -0.8921 4.7627
H -1.0902 -2.4778 4.0862
H -0.4816 1.0184 3.8113
H -0.9508 3.3510 4.4270
H -2.9575 4.4784 3.5297
H -4.4944 3.2482 2.0521
H -4.0656 0.8981 1.4848
H -4.4990 -0.9956 1.0035
H -5.6150 -2.8921 -0.0591
H -4.4551 -5.0488 -0.3076
H -2.1505 -5.3098 0.5425
H -1.0342 -3.4213 1.6537
H -3.4160 0.2632 5.7035
H -4.8599 2.2403 5.6560
H -6.7883 2.3378 4.1204
H -7.3103 0.3993 2.6808
H -5.8836 -1.6126 2.7670
H -1.5514 -2.5896 6.5865
H -1.9719 -2.7143 9.0046
H -4.2768 -2.6742 9.8726
H -6.1804 -2.5680 8.3026
H -5.7671 -2.4357 5.8831
N -0.4958 1.5430 -1.6797
C -1.3220 2.2420 -2.2986
C -0.7694 3.2671 -3.2349
C -1.3824 4.5080 -3.3593
C -0.8530 5.4627 -4.2115
C 0.2815 5.1815 -4.9538
C 0.8856 3.9405 -4.8429
C 0.3693 2.9889 -3.9820
C -2.8010 2.1813 -2.2727
C -3.5035 2.2782 -1.0793
C -4.8879 2.2261 -1.0922
C -5.5694 2.0653 -2.2891
C -4.8657 1.9627 -3.4797
C -3.4850 2.0337 -3.4771
H -2.2700 4.7273 -2.7861
H -1.3363 6.4219 -4.3067
H 0.6940 5.9250 -5.6179
H 1.7515 3.7009 -5.4396
H 0.8264 2.0152 -3.8958
H -2.9541 2.4113 -0.1562
H -5.4371 2.3271 -0.1680
H -6.6495 2.0387 -2.2951
H -5.3965 1.8521 -4.4129
H -2.9262 1.9635 -4.3994
O -2.5156 -0.8747 -1.2396
H -2.3026 -1.4816 -1.9536
H -3.0634 -0.1777 -1.6132
C 2.1750 -2.4504 -3.6586
Si 0.5544 -2.3750 -2.6229
C -0.4386 -4.0097 -2.6175
C -0.4474 -1.1230 -3.6537
N 0.8274 -1.8935 -0.9755
C 1.4695 -2.7081 -0.0817
C 1.4604 -2.4331 1.2890
C 2.1158 -3.2330 2.2015
C 2.8097 -4.3583 1.7893
C 2.8424 -4.6492 0.4363
C 2.1944 -3.8454 -0.4807
H 1.9382 -2.9056 -4.6158
H 2.9853 -3.0225 -3.2218
H 2.5521 -1.4510 -3.8638
H -0.6282 -4.3513 -3.6275
H -1.3973 -3.8846 -2.1221
H 0.0799 -4.8052 -2.0983
H 0.0584 -0.9392 -4.5954
H -0.5467 -0.1762 -3.1407
H -1.4347 -1.4931 -3.9041
H 0.9438 -1.5479 1.6313
H 2.0871 -2.9584 3.2463
H 3.3076 -4.9924 2.5063
H 3.3868 -5.5171 0.0882
H 2.2453 -4.1059 -1.5236
*
```

Values from the calculation:
**LUMO**: -3.18 eV
**Largest force on an atom**: 2.530 eV Å⁻¹
**E_HOMO**: -9.66 eV
**Frontier orbital gap**: 6.479 eV
**Calculated total energy**: -3816.39922 a.u.